{"formula": "C39H44FN8O5PS", "method": "ωB97M-V/def2-TZVPD", "elements": ["C", "C", "O", "C", "N", "F", "C", "O", "O", "P", "O", "O", "S", "H", "H", "H", "H", "H", "H", "H", "H", "H", "N", "C", "C", "C", "C", "C", "H", "H", "H", "H", "H", "N", "C", "C", "C", "C", "C", "H", "H", "H", "H", "H", "N", "C", "C", "C", "C", "C", "H", "H", "H", "H", "H", "N", "C", "C", "C", "C", "C", "H", "H", "H", "H", "H", "N", "C", "C", "C", "C", "C", "H", "H", "H", "H", "H", "N", "C", "C", "C", "C", "C", "H", "H", "H", "H", "H", "N", "C", "C", "C", "C", "C", "H", "H", "H", "H", "H"], "coordinates": [[-3.27888, -3.68583, -2.73969], [-4.44950, -2.77692, -2.45932], [-5.52187, -2.80985, -3.41601], [-5.18633, -2.46193, -4.70250], [-4.59946, -1.10691, -4.82894], [-5.18109, -0.23917, -3.93690], [-3.22308, -0.92463, -4.83384], [-2.61341, -0.09413, -4.24877], [-2.65240, -1.83912, -5.67977], [-2.28484, -1.37512, -7.21327], [-3.23146, -0.12731, -7.43331], [-2.95800, -2.56586, -8.01117], [-0.45103, -1.08933, -7.54479], [-2.47842, -3.34789, -2.09155], [-3.48077, -4.72837, -2.50480], [-2.89440, -3.62531, -3.75717], [-4.11803, -1.74614, -2.32740], [-4.91070, -3.07223, -1.51955], [-4.45656, -3.13173, -5.15792], [-6.10007, -2.50616, -5.29269], [-4.17335, -0.35234, -7.45570], [-3.57876, -3.09498, -7.49462], [-1.14856, -2.42586, -0.14945], [-0.10647, -2.86759, -0.85057], [1.17968, -2.36582, -0.71710], [1.39887, -1.34201, 0.19061], [0.32555, -0.87394, 0.92896], [-0.91804, -1.44789, 0.72379], [-0.31338, -3.66222, -1.56023], [1.98585, -2.76591, -1.31629], [2.38373, -0.91498, 0.32893], [0.45364, -0.07732, 1.64935], [-1.78039, -1.10611, 1.28630], [3.23521, 0.21161, 2.83151], [4.54976, 0.42333, 2.84029], [5.43177, -0.32758, 3.60761], [4.92747, -1.34496, 4.40354], [3.55893, -1.57189, 4.40027], [2.76505, -0.76589, 3.59987], [4.89419, 1.23228, 2.20340], [6.49260, -0.11679, 3.57870], [5.58941, -1.94843, 5.01203], [3.11715, -2.35426, 5.00206], [1.68911, -0.90458, 3.56701], [4.50396, 3.06222, 0.81404], [4.10122, 4.29599, 1.10418], [3.67968, 5.20905, 0.14940], [3.67811, 4.81911, -1.17971], [4.09456, 3.53655, -1.49699], [4.49417, 2.70069, -0.46565], [4.11299, 4.56210, 2.15537], [3.35760, 6.19793, 0.44442], [3.35455, 5.50152, -1.95472], [4.10673, 3.18738, -2.52005], [4.82005, 1.68633, -0.67256], [-2.42579, 5.11801, -2.26646], [-3.15749, 5.05554, -1.15725], [-3.90958, 3.94939, -0.79325], [-3.90498, 2.84640, -1.63301], [-3.14814, 2.89330, -2.79216], [-2.42901, 4.04918, -3.05966], [-3.13197, 5.93818, -0.52704], [-4.47927, 3.95452, 0.12587], [-4.47600, 1.96042, -1.38594], [-3.10944, 2.05272, -3.46954], [-1.81937, 4.12219, -3.95342], [0.46521, 5.68189, 2.59798], [0.37789, 6.97360, 2.90233], [-0.00815, 7.95165, 1.99786], [-0.31839, 7.56609, 0.70347], [-0.23150, 6.22469, 0.36944], [0.16319, 5.32707, 1.35162], [0.63059, 7.23631, 3.92399], [-0.06304, 8.98755, 2.30347], [-0.62398, 8.29760, -0.03369], [-0.46606, 5.88035, -0.62885], [0.24066, 4.26820, 1.12969], [7.64617, -3.30237, 5.36798], [7.54957, -4.41848, 4.65046], [8.47775, -4.79870, 3.69311], [9.56593, -3.97252, 3.46582], [9.68031, -2.80633, 4.20448], [8.69772, -2.51965, 5.13992], [6.68242, -5.03730, 4.85380], [8.34693, -5.71877, 3.14087], [10.31160, -4.23270, 2.72608], [10.51198, -2.13068, 4.06121], [8.75317, -1.61706, 5.73902], [-5.83788, -4.92820, 0.96138], [-7.13726, -5.12300, 1.16723], [-7.84520, -4.54096, 2.20812], [-7.16506, -3.71072, 3.08395], [-5.81140, -3.49792, 2.88196], [-5.19731, -4.12742, 1.80919], [-7.63447, -5.77904, 0.46116], [-8.90231, -4.73482, 2.32567], [-7.68114, -3.23743, 3.90907], [-5.23980, -2.85807, 3.53977], [-4.13944, -3.98355, 1.61570]], "forces_ev_per_angstrom": [[0.2, -0.1, -0.1], [-0.1, 0.0, 0.2], [0.1, 0.0, 0.1], [-0.3, -0.1, 0.0], [0.1, -0.4, -0.2], [-0.2, 0.1, 0.0], [0.2, 0.0, 0.4], [0.0, 0.2, 0.1], [-0.2, -0.1, -0.2], [0.9, 0.0, 0.2], [-0.2, 0.2, -0.1], [-0.3, -0.4, -0.2], [-0.2, 0.1, -0.1], [0.2, 0.0, 0.2], [-0.2, 0.0, -0.1], [0.0, 0.1, -0.1], [0.1, 0.1, -0.1], [-0.1, 0.0, 0.0], [0.1, 0.0, 0.0], [-0.1, 0.2, 0.1], [0.1, 0.1, 0.0], [0.1, 0.0, -0.1], [0.0, 0.0, -0.1], [0.0, 0.0, 0.0], [0.0, 0.0, 0.0], [0.1, 0.0, 0.0], [0.0, 0.1, 0.0], [-0.1, 0.0, 0.0], [0.0, 0.0, 0.0], [0.0, 0.0, 0.0], [0.0, 0.0, 0.0], [0.0, 0.0, 0.0], [0.0, 0.0, 0.0], [-0.1, 0.0, -0.1], [0.1, 0.0, 0.0], [-0.1, 0.0, 0.0], [0.0, 0.0, 0.0], [0.1, 0.1, 0.0], [-0.1, 0.0, 0.0], [0.0, 0.0, 0.1], [0.0, 0.0, 0.0], [0.0, 0.0, 0.0], [0.0, 0.0, 0.0], [0.0, -0.1, 0.1], [0.0, 0.0, -0.1], [0.0, 0.0, 0.1], [0.0, 0.0, 0.0], [0.0, 0.0, 0.0], [0.0, 0.0, 0.0], [0.0, -0.1, 0.0], [0.0, 0.0, 0.0], [0.0, 0.0, 0.0], [0.0, 0.0, 0.0], [0.0, 0.0, 0.0], [0.0, 0.0, 0.0], [0.1, 0.0, 0.0], [0.0, 0.1, 0.1], [0.0, 0.0, 0.0], [0.0, 0.0, 0.0], [0.0, 0.0, 0.0], [0.0, 0.0, 0.0], [0.0, 0.0, 0.0], [0.0, 0.0, 0.0], [0.0, 0.0, 0.0], [0.0, 0.0, 0.0], [0.0, 0.0, 0.0], [0.0, 0.0, 0.0], [0.0, 0.0, 0.0], [0.0, 0.0, 0.0], [0.0, 0.0, 0.0], [0.0, 0.0, 0.0], [0.0, -0.1, 0.0], [0.0, 0.0, 0.0], [0.0, 0.0, 0.0], [0.0, 0.0, 0.0], [0.0, 0.0, 0.0], [0.0, 0.0, 0.0], [0.0, 0.0, 0.0], [0.0, 0.0, 0.0], [0.0, 0.0, 0.0], [0.0, 0.0, 0.0], [0.0, 0.0, 0.0], [0.0, 0.1, 0.0], [0.0, 0.0, 0.0], [0.0, 0.0, 0.0], [0.0, 0.0, 0.0], [0.0, 0.0, 0.0], [0.0, 0.0, 0.0], [0.0, 0.0, -0.1], [0.0, 0.0, 0.0], [0.0, 0.0, 0.0], [0.0, 0.0, 0.0], [0.0, 0.0, 0.0], [0.1, 0.0, 0.0], [0.0, 0.0, 0.0], [0.0, 0.0, 0.0], [0.0, 0.0, 0.0], [0.0, 0.0, 0.0], [0.0, 0.0, 0.0]], "mulliken_charge": [-0.161, -0.198, -0.452, -0.517, 0.281, -0.190, 0.412, -0.532, -0.188, 0.666, -0.481, -0.493, -0.361, -0.374, 0.395, 0.221, 0.148, 0.325, 0.472, 0.305, 0.373, 0.383, -0.319, -0.076, -0.802, -0.044, -0.566, -0.418, 0.349, 0.367, 0.489, 0.563, 0.395, -0.289, -0.074, -0.699, 0.022, -0.978, 0.012, 0.458, 0.414, 0.519, 0.380, 0.365, -0.300, -0.290, -0.549, -0.138, -0.643, -0.132, 0.396, 0.380, 0.407, 0.371, 0.373, -0.530, -0.197, -0.601, -0.165, 0.053, -0.438, 0.394, 0.396, 0.415, 0.313, 0.385, -0.556, -0.307, -0.306, -0.384, -0.325, -0.467, 0.367, 0.380, 0.454, 0.562, 0.568, -0.514, -0.125, -0.409, -0.169, -0.403, -0.214, 0.361, 0.356, 0.371, 0.357, 0.393, -0.485, -0.192, -0.374, -0.215, -0.432, -0.185, 0.357, 0.358, 0.364, 0.357, 0.453], "homo_lumo_gap_ev": 9.34, "smiles": "CCOCN(F)C(=O)OP(O)(O)=S.c1ccncc1.c1ccncc1.c1ccncc1.c1ccncc1.c1ccncc1.c1ccncc1.c1ccncc1", "e_homo_ev": -9.304, "charge": 0, "lumo_energy_ev": 0.0}


{"formula": "C6H10", "method": "ωB97M-V/def2-TZVPD", "elements": ["C", "C", "C", "C", "C", "C", "H", "H", "H", "H", "H", "H", "H", "H", "H", "H"], "coordinates": [[1.12819, 1.14109, -0.51452], [-0.04979, 0.72354, 0.30462], [-1.38596, 0.90903, -0.34026], [0.26576, -1.48773, 1.51145], [0.16941, -1.68928, 0.13964], [0.06701, -1.65264, -1.09172], [1.08071, 2.24581, -0.54436], [1.09120, 0.77625, -1.54944], [2.07834, 0.86486, -0.05824], [0.00905, 0.86121, 1.35814], [-2.20003, 0.47056, 0.23637], [-1.54433, 2.00392, -0.35927], [-1.42639, 0.54754, -1.37621], [1.23743, -1.60426, 2.00975], [-0.57682, -1.75663, 2.16162], [0.05621, -2.35328, -1.88758]], "forces_ev_per_angstrom": [[-0.1, 0.0, 0.3], [0.0, 0.6, 0.2], [0.2, 0.0, 0.3], [0.0, -0.1, 0.0], [-0.1, 0.0, -0.9], [0.1, -1.1, 0.6], [0.1, -0.2, -0.1], [-0.1, -0.1, 0.3], [0.0, 0.0, 0.0], [0.0, 0.6, 0.5], [0.0, 0.0, 0.0], [0.0, -0.3, 0.0], [0.2, -0.1, 0.3], [-0.3, 0.4, -0.4], [0.1, 0.5, -0.4], [0.0, -0.1, -0.6]], "mulliken_charge": [-1.044, -0.130, -1.051, -0.888, 0.396, -0.669, 0.376, 0.289, 0.299, 0.532, 0.300, 0.375, 0.289, 0.280, 0.281, 0.365], "de_lowest_kj_mol": 532.3, "homo_lumo_gap_ev": [8.03, 6.62], "e_homo_ev": [-7.567, -7.069], "charge": 0, "lumo_energy_ev": [0.5, -0.4]}